The following is a quantum chemistry calculation of the molecule C3H8N2O at a distorted geometry, from OMol25.

## Properties
Energy relative to the best compared isomer or geometry (same formula, charge and spin)   53.9 kcal/mol
Kohn-Sham gap   10.101 eV
Total energy   -8266.989 eV
Highest occupied orbital energy   -9.09 eV
LUMO   1.01 eV

```
14
Properties=species:S:1:pos:R:3:lowdin_charge:R:1
C 0.496 -0.157 0.365 -0.46
N 1.018 1.180 0.095 0.04
H -0.687 -0.558 -1.457 0.14
C -0.801 -0.331 -0.399 -0.28
H -2.698 0.770 -0.702 0.10
H 2.236 -1.226 0.579 0.07
O -1.875 -0.959 0.214 -0.03
N 1.376 -1.269 0.045 0.04
H 1.610 -1.283 -0.942 0.07
H 0.278 -0.212 1.438 0.15
C -2.031 0.418 0.075 -0.10
H -2.004 0.989 0.994 0.11
H 1.195 1.304 -0.897 0.07
H 1.888 1.335 0.592 0.07
```

---

The following is a quantum chemistry calculation of a cluster of 2 separate species, C7H15ClSi in total at a distorted geometry, from OMol25.

## Properties
Energy relative to the best compared isomer or geometry (same formula, charge and spin)   54.4 kcal/mol
Kohn-Sham gap (spin up / spin down)   8.033 / 8.033 eV
Total energy   -27900.167 eV
Highest occupied orbital energy (spin up / spin down)   -9.17 / -9.17 eV
LUMO (spin up / spin down)   -1.14 / -1.14 eV

```
24
Properties=species:S:1:pos:R:3:lowdin_charge:R:1
H -0.019 1.836 1.437 0.01
C 0.261 -2.412 -0.360 -0.21
H 1.120 -0.965 2.583 0.02
H 2.660 -0.617 -0.909 0.04
C -0.696 2.436 0.924 0.09
C -0.861 0.320 -2.100 -0.09
H 0.270 -3.252 0.376 0.05
H -1.014 3.390 1.308 0.08
C 0.113 -0.580 2.266 -0.17
C -1.235 1.809 -0.118 -0.26
H -0.496 1.164 -2.598 0.08
C -0.715 0.629 -0.633 -0.41
H 1.950 1.087 -0.650 0.01
H -0.612 -2.581 -1.078 0.04
H 1.169 -2.499 -1.014 0.02
H 2.685 0.425 0.596 0.02
C 2.114 0.103 -0.258 -0.16
H -0.055 0.462 2.550 -0.01
H -0.109 -0.492 -2.382 0.10
H -0.629 -1.296 2.666 0.02
Si 0.406 -0.647 0.249 0.53
Cl -2.677 -0.700 0.161 0.08
H -1.750 -0.038 -2.270 0.00
H -1.882 2.420 -0.747 0.12
```

---

The following is a quantum chemistry calculation of a structure of composition C41H54N8O12Sr at a distorted geometry, from OMol25.

## Properties
Energy relative to the best compared isomer or geometry (same formula, charge and spin)   0.0 kcal/mol
Kohn-Sham gap   6.564 eV
Total energy   -80722.578 eV
Highest occupied orbital energy   -6.67 eV
LUMO   -0.11 eV

```
116
Properties=species:S:1:pos:R:3:lowdin_charge:R:1
C -3.799 -1.964 -1.923 0.01
O -2.924 4.077 1.293 0.03
O 3.383 0.641 -2.106 -0.19
C -2.974 -1.244 0.330 -0.46
H -2.674 0.896 2.103 0.09
H -0.632 3.007 3.858 0.13
H -4.870 0.372 2.301 0.12
C 2.238 2.551 1.428 -0.20
O 0.176 0.874 -2.819 -0.26
H 1.829 -0.883 3.954 0.09
O 1.116 -2.880 -2.565 -0.08
H 0.801 -6.746 3.602 0.10
H 0.533 4.743 -0.448 0.13
H -1.671 4.591 -3.165 0.10
H 1.877 -2.976 -4.427 0.09
H 5.523 2.546 2.229 0.09
O 2.255 -2.488 2.829 -0.08
C 0.230 4.716 -1.496 -0.19
H -4.938 0.923 3.953 0.11
H -2.480 3.391 5.223 0.12
C 0.195 -3.330 -1.668 -0.23
H -0.718 -4.820 -2.920 0.10
H -2.254 -5.621 -1.185 0.10
C -5.246 2.496 2.471 -0.18
N -4.264 3.085 -1.232 0.07
H 2.032 5.490 -2.332 0.13
H -4.355 -2.465 -3.938 0.11
C 1.458 4.552 -2.354 -0.20
H -3.984 1.373 -0.119 0.12
C 2.049 -5.425 0.747 -0.03
C -0.685 -3.180 0.549 -0.05
C -2.858 2.977 0.728 -0.66
C -5.395 2.618 0.956 -0.15
H 3.819 3.798 -3.106 0.13
C 1.066 -3.434 -3.868 -0.07
H -0.268 5.663 -1.740 0.13
O -2.263 -0.604 1.067 0.07
C -1.556 -4.233 0.297 -0.09
H 4.388 0.110 -3.839 0.09
H 2.056 -2.381 4.897 0.09
H 2.257 -5.689 -0.285 0.12
H -2.235 2.967 -2.719 0.07
H -3.885 -2.010 1.764 0.13
H 1.409 3.265 1.407 0.07
H -1.018 2.381 2.310 0.08
C 3.162 2.989 -2.758 -0.18
C -2.410 2.078 3.678 -0.44
H 7.086 1.219 1.276 0.09
H -0.653 -2.712 1.526 0.12
C -0.619 0.322 -3.637 -0.64
C 1.217 -6.019 2.917 -0.10
H 2.632 2.580 -3.625 0.12
N 2.790 -3.164 0.262 0.14
H 4.987 1.872 -2.510 0.13
C 2.236 -1.822 0.236 -0.35
N -3.132 1.243 2.941 0.10
C 4.563 2.184 1.887 -0.06
O -1.819 2.257 0.606 -0.20
H -4.276 4.091 -1.097 0.09
H -2.481 -1.087 -4.917 0.12
H 2.842 -3.523 -0.683 0.13
C -4.593 1.201 2.953 -0.15
C 3.389 0.052 -3.386 -0.10
N -1.154 2.333 3.323 0.23
H -5.811 3.605 0.746 0.11
H -3.883 2.431 5.036 0.11
Sr -0.021 0.946 -0.611 1.45
C -1.351 3.588 -2.859 -0.09
O 5.435 -0.030 1.401 -0.10
H -4.676 3.353 2.833 0.10
H 1.214 -4.436 4.370 0.10
C 1.637 -1.953 3.981 -0.06
C 4.407 0.886 1.437 -0.24
C 1.447 -4.715 3.351 -0.02
C -1.572 -4.811 -0.959 -0.09
H -6.144 1.892 0.616 0.11
H -2.214 -4.593 1.078 0.10
H 2.658 0.512 -4.058 0.08
H 6.645 0.699 2.921 0.09
C 2.266 -4.118 1.156 -0.19
C 3.455 3.029 1.880 -0.12
C 3.980 1.917 -2.071 -0.18
N 1.017 -1.585 -0.128 0.13
H 4.070 2.182 -1.015 0.12
H 0.117 -3.199 -4.358 0.10
C -3.668 -1.917 -3.306 -0.03
H -6.243 2.557 2.915 0.11
O 2.219 3.492 -1.832 -0.13
H -4.572 -2.547 -1.445 0.12
C 0.197 -2.705 -0.411 -0.22
C -0.700 -4.357 -1.943 -0.02
H 3.566 4.056 2.214 0.09
N 3.180 -0.936 0.579 0.15
H 1.208 -4.518 -3.847 0.09
C -2.897 -1.245 -1.163 -0.19
H 1.358 -7.384 1.268 0.10
C 3.152 0.433 0.985 -0.23
H 1.186 4.354 -3.398 0.13
H -5.135 2.827 -1.681 0.08
O -3.959 -2.031 0.800 0.11
C 6.696 0.391 1.873 -0.09
H 3.116 -0.990 -3.248 0.08
H -0.721 3.151 -3.636 0.08
O -0.593 0.350 -4.864 0.03
C 2.023 1.241 0.956 -0.18
H 7.361 -0.464 1.779 0.09
O -0.686 3.648 -1.606 -0.24
H 0.557 -2.130 3.961 0.09
C -2.648 -1.170 -3.852 0.02
C 1.981 -3.775 2.487 -0.24
N -1.903 -0.518 -1.682 0.12
H 4.042 -1.400 0.813 0.13
C -1.774 -0.485 -3.007 -0.15
C -4.141 2.435 0.077 -0.31
C 1.530 -6.375 1.618 -0.10
N -2.917 2.584 4.814 0.21
```

---

The following is a quantum chemistry calculation of the molecule C3H3NO at a distorted geometry, from OMol25.

## Properties
Energy relative to the best compared isomer or geometry (same formula, charge and spin)   46.9 kcal/mol
Kohn-Sham gap   12.192 eV
Total energy   -6694.456 eV
Highest occupied orbital energy   -11.31 eV
LUMO   0.89 eV

```
8
Properties=species:S:1:pos:R:3:lowdin_charge:R:1
H 1.573 0.146 -0.617 0.12
C -0.487 1.691 1.948 0.05
H -1.523 -0.235 -0.274 0.16
N -0.430 0.935 1.048 0.00
C 0.645 -0.403 -0.762 -0.08
C -0.506 -0.077 0.078 -0.36
H 0.477 -0.830 -1.750 0.11
O 0.250 -1.227 0.331 0.00
```